Entry 1:
This record from OMol25 describes the molecule C5H11NO. The level of theory is ωB97M-V with the def2-TZVPD basis set.

Values from the calculation:
Energy above the lowest of the compared OMol25 structures with the same formula, charge and spin (eV): 0.307
Calculated total energy (eV): -8901.3908
HOMO (Ha): -0.3567

```
! wB97M-V def2-TZVPD RIJCOSX def2/J DEFGRID3
* xyz 0 1
C 1.53 -1.21 -0.30
C 0.03 -1.27 -0.03
C -0.71 0.08 -0.08
C -1.86 0.11 0.92
N 0.15 1.24 0.16
C 0.81 1.87 -0.84
O 0.79 1.54 -2.01
H 1.74 -0.72 -1.26
H 2.04 -0.64 0.48
H 1.96 -2.21 -0.32
H -0.45 -1.94 -0.76
H -0.13 -1.74 0.95
H -1.10 0.23 -1.09
H -2.54 -0.73 0.76
H -1.47 0.03 1.95
H -2.44 1.04 0.85
H 0.25 1.59 1.10
H 1.40 2.74 -0.48
*
```

Entry 2:
This record from OMol25 describes a structure of composition C5H11NO. The level of theory is ωB97M-V with the def2-TZVPD basis set.

Values from the calculation:
Energy above the lowest of the compared OMol25 structures with the same formula, charge and spin (eV): 5.179
Calculated total energy (eV): -8896.5184
HOMO (Ha): -0.3054

```
! wB97M-V def2-TZVPD RIJCOSX def2/J DEFGRID3
* xyz 0 1
C 2.03 -0.76 1.28
C 1.13 -0.82 0.10
C 0.54 1.04 -0.52
N 1.02 -1.82 -0.67
O 1.23 1.93 -0.05
H 0.36 -1.66 -1.43
H 0.43 0.77 -1.58
H 1.44 -0.86 2.20
H 2.54 0.21 1.33
H 2.76 -1.56 1.26
C -2.18 0.02 -0.61
C -1.25 1.03 0.03
H -3.23 0.29 -0.45
H -2.03 -0.98 -0.18
H -2.02 -0.04 -1.69
H -1.34 1.09 1.12
H -1.41 2.04 -0.36
H 0.00 0.08 0.21
*
```

Entry 3:
This record from OMol25 describes the molecule C5H11NO. The level of theory is ωB97M-V with the def2-TZVPD basis set.

Values from the calculation:
Energy above the lowest of the compared OMol25 structures with the same formula, charge and spin (eV): 2.968
Calculated total energy (eV): -8898.7295
HOMO (Ha): -0.3508

```
! wB97M-V def2-TZVPD RIJCOSX def2/J DEFGRID3
* xyz 0 1
C -1.20 1.68 -0.88
N -0.21 1.28 0.16
C -1.04 -1.05 1.38
C 0.62 -1.08 0.95
C 0.74 0.17 -0.03
C 1.17 -0.19 -1.41
O -1.21 1.09 -2.00
H -1.96 2.31 -0.49
H 0.22 2.03 0.71
H -1.69 -0.87 0.50
H -1.52 -1.89 1.97
H -1.39 -0.14 1.83
H 1.07 -0.94 2.03
H 0.90 -2.04 0.47
H 1.63 0.55 0.47
H 1.46 0.66 -1.94
H 0.41 -0.61 -2.12
H 2.00 -0.97 -1.59
*
```

Entry 4:
This record from OMol25 describes a cluster of 2 separate species, C5H11NO in total. The level of theory is ωB97M-V with the def2-TZVPD basis set.

Values from the calculation:
Energy above the lowest of the compared OMol25 structures with the same formula, charge and spin (eV): 2.636
Calculated total energy (eV): -8899.0615
HOMO (Ha): -0.3306

```
! wB97M-V def2-TZVPD RIJCOSX def2/J DEFGRID3
* xyz 0 1
N -0.39 2.82 -0.03
C 0.15 1.58 0.50
C -0.86 -2.41 -1.72
C 0.30 -1.82 -1.42
C 0.26 -0.85 -0.28
C 0.12 0.45 -0.51
H 0.10 3.10 -0.87
H -1.38 2.71 -0.21
H -0.58 1.34 1.26
H 1.16 1.74 0.86
H -0.94 -3.13 -2.53
H -1.81 -2.05 -1.35
H 1.21 -2.09 -1.91
H 0.36 -1.18 0.74
H 0.06 0.76 -1.56
H 0.32 -0.94 3.25
H 1.44 0.01 2.85
O 0.48 -0.05 2.92
*
```

Entry 5:
This record from OMol25 describes the molecule C5H11NO. The level of theory is ωB97M-V with the def2-TZVPD basis set.

Values from the calculation:
Energy above the lowest of the compared OMol25 structures with the same formula, charge and spin (eV): 2.848
Calculated total energy (eV): -8898.8491
HOMO (Ha): -0.3405

```
! wB97M-V def2-TZVPD RIJCOSX def2/J DEFGRID3
* xyz 0 1
C 0.75 1.38 -1.83
C 1.31 0.30 -0.93
N 0.47 0.23 0.25
C 0.82 -0.59 1.37
C -0.41 -0.87 0.48
C -1.82 -0.86 1.08
O -2.57 0.33 1.05
H 1.37 1.53 -2.72
H 0.69 2.32 -1.27
H -0.27 1.12 -2.15
H 1.40 -0.66 -1.46
H 2.32 0.57 -0.58
H 1.53 -1.41 1.40
H 0.90 0.04 2.28
H -0.34 -1.63 -0.33
H -2.40 -1.66 0.59
H -1.69 -1.18 2.13
H -2.03 1.02 0.67
*
```

Entry 6:
This record from OMol25 describes the molecule C5H11NO. The level of theory is ωB97M-V with the def2-TZVPD basis set.

Values from the calculation:
Energy above the lowest of the compared OMol25 structures with the same formula, charge and spin (eV): 2.103
Calculated total energy (eV): -8899.5940
HOMO (Ha): -0.3398

```
! wB97M-V def2-TZVPD RIJCOSX def2/J DEFGRID3
* xyz 0 1
C 1.75 1.34 0.40
C 0.25 1.60 0.22
N -0.61 0.44 -0.01
C -0.89 -0.46 1.10
C -0.09 -0.92 -0.06
C -0.69 -1.78 -1.15
O -2.02 -1.40 -1.42
H 2.27 2.28 0.60
H 2.18 0.90 -0.50
H 1.95 0.66 1.24
H -0.14 2.13 1.09
H 0.11 2.27 -0.64
H -0.35 -0.29 2.04
H -1.92 -0.77 1.21
H 0.98 -1.07 0.12
H -0.06 -1.70 -2.05
H -0.70 -2.83 -0.84
H -2.01 -0.43 -1.35
*
```

Entry 7:
This record from OMol25 describes a cluster of 2 separate species, C5H11NO in total. The level of theory is ωB97M-V with the def2-TZVPD basis set.

Values from the calculation:
Energy above the lowest of the compared OMol25 structures with the same formula, charge and spin (eV): 3.300
Calculated total energy (eV): -8898.3972
HOMO (Ha): -0.3006

```
! wB97M-V def2-TZVPD RIJCOSX def2/J DEFGRID3
* xyz 0 1
N -1.81 -2.03 -0.80
C -0.34 -1.73 -0.74
C 1.10 2.85 -1.53
C 0.83 1.93 -0.55
C 0.30 0.68 -1.01
C -0.15 -0.25 -0.16
H -2.06 -2.65 -0.08
H -2.51 -1.34 -0.66
H 0.16 -1.83 -1.69
H 0.33 -2.38 -0.13
H 1.39 3.89 -1.37
H 1.03 2.61 -2.53
H 0.90 2.24 0.51
H 0.18 0.45 -2.12
H -0.16 -0.27 0.90
H 0.36 -0.02 4.10
H 0.24 -1.43 4.29
O 0.23 -0.74 3.57
*
```

Entry 8:
This record from OMol25 describes a cluster of 3 separate species, C5H11NO in total. The level of theory is ωB97M-V with the def2-TZVPD basis set.

Values from the calculation:
Energy above the lowest of the compared OMol25 structures with the same formula, charge and spin (eV): 5.304
Calculated total energy (eV): -8896.3932
HOMO (Ha): -0.3325

```
! wB97M-V def2-TZVPD RIJCOSX def2/J DEFGRID3
* xyz 0 1
C 1.16 0.21 1.57
C 0.94 -1.01 0.79
C 0.18 -1.99 1.22
N -0.32 0.73 -1.03
C -0.49 2.07 -1.34
C -1.01 -0.03 -1.71
O -0.99 -1.39 -1.52
H 0.43 0.30 2.39
H 2.13 0.13 2.09
H 1.16 0.98 0.87
H 1.62 -1.16 -0.11
H -0.98 -1.43 0.01
H 0.59 -2.96 1.01
H -0.45 -1.85 2.12
H -0.87 2.57 -0.50
H 0.48 2.39 -1.65
H -1.25 2.26 -2.19
H -1.77 0.35 -2.48
*
```